# 1
A molecular structure, C24H36NP2PtS4Sb in a non-equilibrium geometry, computed with ωB97M-V with the def2-TZVPD basis set.

Cartesian coordinates (Å):
Pt1 9.75 10.54 7.59
C1 9.39 15.14 8.21
C2 9.87 13.90 7.50
C3 10.15 14.09 6.00
P1 8.58 12.61 7.79
C4 6.99 12.59 6.87
C5 7.06 12.99 5.40
C6 5.90 13.34 7.64
C7 8.15 12.48 9.54
C8 7.48 13.43 10.32
C9 7.11 13.18 11.67
C10 6.92 11.88 12.04
C11 7.58 10.84 11.29
C12 8.28 11.14 10.10
N1 8.96 10.15 9.47
C13 9.66 9.23 10.23
C14 9.94 9.32 11.63
C15 10.08 8.21 12.43
C16 9.91 6.93 11.85
C17 9.86 6.83 10.45
C18 9.74 7.95 9.63
P2 9.82 8.17 7.80
C19 8.23 7.40 7.05
C20 8.38 6.93 5.61
C21 7.55 6.28 7.89
C22 11.37 7.16 7.51
C23 11.88 7.08 6.05
C24 12.50 7.50 8.42
H1 9.95 16.01 7.74
H2 9.69 15.18 9.28
H3 8.31 15.49 8.21
H4 10.82 13.46 7.98
H5 9.53 13.49 5.35
H6 11.19 13.81 5.85
H7 10.06 15.20 5.71
H8 6.73 11.46 6.86
H9 7.18 14.10 5.25
H10 6.13 12.69 4.92
H11 7.87 12.47 4.89
H12 6.18 14.41 7.86
H13 5.51 12.85 8.56
H14 5.08 13.37 6.91
H15 7.37 14.46 9.89
H16 6.82 14.02 12.27
H17 6.33 11.62 12.93
H18 7.46 9.79 11.54
H19 9.98 10.36 11.98
H20 10.12 8.33 13.48
H21 9.91 6.07 12.53
H22 9.84 5.91 9.93
H23 7.54 8.25 7.08
H24 8.47 7.75 4.84
H25 7.47 6.32 5.46
H26 9.29 6.26 5.54
H27 8.04 5.34 7.69
H28 6.51 6.16 7.54
H29 7.54 6.48 8.99
H30 10.94 6.18 7.92
H31 12.49 7.98 5.94
H32 11.05 6.99 5.31
H33 12.54 6.18 6.00
H34 12.15 7.68 9.45
H35 13.10 8.36 8.11
H36 13.22 6.62 8.44
S1 14.31 9.44 6.04
Sb1 12.90 11.18 6.46
S2 10.75 10.67 5.52
S3 12.21 10.98 8.71
S4 13.34 13.49 6.03

Results
ΔE to the lowest compared entry with this formula, charge and spin = 0.978 eV
LUMO energy (spin up / spin down) = 0.1529 / 0.1105 hartree
<S²> = 2.01
Spin multiplicity = 3
HOMO-LUMO gap (spin up / spin down) = 2.313 / 5.438 eV
Charge = -2

---

# 2
A molecular structure, C35H36Cl2I2N8O4PRbS, computed with ωB97M-V with the def2-TZVPD basis set.

Cartesian coordinates (Å):
Rb1 0.41 0.23 0.01
N1 0.55 3.77 4.21
C1 -0.26 2.92 3.46
S1 -1.10 3.58 2.12
N2 -0.37 1.72 3.95
N3 -1.00 0.83 3.11
C2 -2.00 0.19 3.58
C3 -2.67 0.52 4.88
C4 -3.04 1.84 5.14
C5 -3.68 2.16 6.33
C6 -3.94 1.18 7.28
C7 -3.56 -0.14 7.02
C8 -2.94 -0.46 5.83
C9 -2.57 -0.89 2.74
C10 -3.91 -1.25 2.83
C11 -4.41 -2.23 1.98
C12 -3.55 -2.82 1.07
C13 -2.23 -2.40 1.05
N4 -1.75 -1.47 1.85
H1 0.85 4.57 3.66
H2 1.31 3.28 4.66
H3 -2.83 2.60 4.40
H4 -3.97 3.19 6.52
H5 -4.43 1.43 8.21
H6 -3.76 -0.91 7.76
H7 -2.64 -1.49 5.63
H8 -4.56 -0.76 3.54
H9 -5.45 -2.51 2.02
H10 -3.89 -3.58 0.37
H11 -1.53 -2.83 0.34
I1 3.17 -3.63 -3.45
C14 1.10 -3.41 -3.55
C15 0.36 -4.19 -4.43
C16 -1.00 -4.07 -4.54
I2 -2.01 -5.29 -5.92
C17 -1.70 -3.13 -3.73
C18 -3.09 -2.92 -3.76
C19 -3.66 -1.98 -2.94
C20 -2.84 -1.26 -2.07
N5 -1.54 -1.44 -2.00
C21 -0.95 -2.34 -2.81
C22 0.52 -2.43 -2.70
O1 1.16 -1.68 -1.93
H12 0.89 -4.91 -5.05
H13 -3.70 -3.49 -4.45
H14 -4.73 -1.79 -2.96
H15 -3.25 -0.50 -1.41
Cl1 8.31 -1.31 0.56
C23 6.58 -1.06 0.78
C24 5.90 -1.85 1.72
C25 4.56 -1.66 1.90
Cl2 3.72 -2.65 3.07
C26 3.76 -0.69 1.18
O2 2.54 -0.55 1.38
C27 4.53 0.09 0.23
C28 3.94 1.13 -0.60
O3 2.79 1.51 -0.64
C29 5.91 -0.12 0.06
H16 6.42 -2.60 2.29
H17 4.70 1.62 -1.26
H18 6.44 0.49 -0.67
C30 -0.97 4.61 -1.60
N6 -2.28 4.12 -2.02
C31 -3.14 5.12 -2.61
P1 -2.83 2.68 -1.40
O4 -1.75 1.69 -1.33
N7 -4.05 2.15 -2.42
C32 -5.45 2.47 -2.29
C33 -3.67 1.57 -3.69
N8 -3.60 3.00 0.02
C34 -3.83 4.36 0.49
C35 -3.75 1.90 0.97
H19 -0.44 5.01 -2.47
H20 -0.40 3.79 -1.18
H21 -1.06 5.39 -0.84
H22 -2.67 5.54 -3.51
H23 -3.33 5.96 -1.92
H24 -4.10 4.69 -2.89
H25 -5.63 2.90 -1.31
H26 -6.06 1.57 -2.39
H27 -5.79 3.19 -3.05
H28 -2.62 1.26 -3.65
H29 -3.81 2.27 -4.53
H30 -4.27 0.67 -3.89
H31 -2.94 4.98 0.40
H32 -4.08 4.32 1.55
H33 -4.66 4.85 -0.05
H34 -3.04 1.11 0.73
H35 -4.77 1.49 0.97
H36 -3.50 2.25 1.97

Results
ΔE to the lowest compared entry with this formula, charge and spin = 0.000 eV
LUMO energy = 0.1231 hartree
Spin multiplicity = 1
HOMO-LUMO gap = 5.640 eV
Charge = -2

---

# 3
A molecular structure, C29H37N5SZn in a non-equilibrium geometry, computed with ωB97M-V with the def2-TZVPD basis set.

Cartesian coordinates (Å):
Zn1 -0.48 -0.12 0.78
N1 -4.01 -1.25 1.26
N2 -1.82 0.89 -1.10
C1 1.44 -1.75 -0.04
C2 0.45 -2.52 -0.69
C3 -0.54 -2.88 0.26
C4 -1.77 -3.70 0.06
H1 -1.88 -3.97 -1.00
H2 -2.66 -3.15 0.39
H3 -1.71 -4.63 0.64
C5 -0.19 -2.32 1.52
C6 -0.80 -2.70 2.82
H4 -0.31 -3.60 3.24
H5 -1.87 -2.93 2.69
H6 -0.73 -1.90 3.56
C7 1.05 -1.58 1.34
C8 1.96 -1.17 2.45
H7 1.41 -0.67 3.26
H8 2.72 -0.47 2.08
H9 2.48 -2.04 2.87
C9 0.46 -2.93 -2.12
H10 0.98 -3.89 -2.25
H11 0.98 -2.19 -2.74
H12 -0.56 -3.05 -2.51
C10 2.70 -1.25 -0.65
H13 3.15 -0.46 -0.04
H14 2.52 -0.83 -1.65
H15 3.44 -2.06 -0.76
C11 -4.92 -1.12 2.22
H16 -5.29 -2.05 2.65
C12 -5.39 0.13 2.66
H17 -6.10 0.15 3.48
C13 -4.95 1.29 2.02
H18 -5.31 2.28 2.33
C14 -4.05 1.17 0.97
H19 -3.69 2.03 0.40
C15 -3.54 -0.12 0.68
C16 -2.38 -0.41 -0.10
H20 -2.42 -1.28 -0.77
C17 -0.52 1.09 -0.89
C18 -2.24 1.43 -2.28
H21 -3.25 1.34 -2.60
C19 -1.15 2.02 -2.85
H22 -1.05 2.57 -3.75
N3 -0.07 1.76 -1.99
C20 1.30 1.96 -2.27
C21 1.82 1.54 -3.50
C22 3.20 1.70 -3.72
H23 3.61 1.39 -4.68
C23 4.03 2.23 -2.73
C24 5.49 2.45 -3.01
H24 6.09 2.27 -2.11
H25 5.68 3.49 -3.33
H26 5.84 1.79 -3.80
C25 3.49 2.58 -1.50
H27 4.14 2.97 -0.71
C26 2.12 2.46 -1.25
C27 1.58 2.87 0.08
H28 0.62 3.38 0.03
H29 2.30 3.55 0.56
H30 1.47 2.01 0.77
C28 0.98 0.85 -4.52
H31 0.23 1.51 -4.97
H32 0.48 -0.05 -4.13
H33 1.64 0.51 -5.33
N4 0.35 0.98 4.55
C29 -0.81 0.80 3.86
N5 -1.70 -0.07 4.37
S1 -1.07 1.61 2.38
H34 0.38 0.76 5.54
H35 0.94 1.74 4.23
H36 -2.61 -0.14 3.93
H37 -1.67 -0.30 5.37

Results
LUMO energy = 0.1421 hartree
Spin multiplicity = 1
HOMO-LUMO gap = 1.356 eV
Charge = -2

---

# 4
2 unconnected molecules or ions with the total composition C5H14P2 in a non-equilibrium geometry, computed with ωB97M-V with the def2-TZVPD basis set.

Cartesian coordinates (Å):
C1 -1.43 1.14 -1.27
C2 3.01 1.39 -0.09
C3 -1.84 -1.87 1.62
C4 -2.17 0.46 -0.19
C5 2.63 -0.04 0.20
P1 0.98 -0.79 -0.36
P2 -1.86 -1.44 -0.28
H1 -1.59 2.20 -1.62
H2 -0.35 0.99 -0.83
H3 -1.33 0.53 -2.17
H4 4.05 1.31 -0.24
H5 2.80 2.20 0.63
H6 2.41 1.73 -1.08
H7 -2.79 -1.79 2.18
H8 -1.08 -1.38 2.27
H9 -1.62 -2.93 1.50
H10 -3.27 0.52 -0.28
H11 -1.85 0.80 0.91
H12 2.94 -0.23 1.30
H13 1.04 -0.50 -1.64
H14 1.33 -2.30 -0.57

Results
ΔE to the lowest compared entry with this formula, charge and spin = 4.948 eV
LUMO energy (spin up / spin down) = -0.0003 / -0.0174 hartree
Spin multiplicity = 1
HOMO-LUMO gap (spin up / spin down) = 7.071 / 7.228 eV

---

# 5
A molecular structure, C19H22BMoN7O4S, computed with ωB97M-V with the def2-TZVPD basis set.

Cartesian coordinates (Å):
Mo1 -0.57 -1.36 1.84
C1 0.49 1.55 -1.12
C2 0.84 0.78 -0.02
N1 -0.26 0.27 0.54
N2 -1.32 0.66 -0.21
C3 -0.88 1.44 -1.21
B1 -2.77 0.30 0.15
N3 -3.30 -1.06 -0.56
C4 -4.28 -0.99 -1.46
C5 -4.51 -2.22 -2.05
C6 -3.59 -3.06 -1.46
N4 -2.87 -2.36 -0.57
N5 -2.92 0.39 1.69
C7 -3.86 1.09 2.35
C8 -3.53 1.15 3.69
C9 -2.32 0.47 3.78
N6 -1.96 0.02 2.57
H1 1.15 2.12 -1.75
H2 1.81 0.59 0.40
H3 -1.58 1.88 -1.90
H4 -3.50 1.11 -0.33
H5 -4.77 -0.04 -1.63
H6 -5.23 -2.46 -2.81
H7 -3.40 -4.11 -1.62
H8 -4.70 1.50 1.82
H9 -4.07 1.64 4.47
H10 -1.70 0.27 4.64
C10 -4.90 -5.76 6.61
C11 -3.71 -5.18 5.91
C12 -2.48 -5.83 5.94
C13 -1.37 -5.28 5.33
C14 -1.50 -4.05 4.68
C15 -2.72 -3.37 4.64
C16 -3.81 -3.95 5.25
S1 -0.08 -3.38 3.98
O1 1.11 -3.84 4.59
O2 -0.27 -1.90 3.88
N7 0.00 -3.72 2.30
C17 -0.93 -4.74 1.70
C18 -1.63 -4.33 0.39
C19 -1.86 -2.83 0.36
O3 -0.65 -2.19 0.09
O4 -2.20 -2.34 1.62
H11 -4.78 -6.83 6.77
H12 -5.82 -5.58 6.04
H13 -5.03 -5.28 7.59
H14 -2.39 -6.78 6.45
H15 -0.41 -5.78 5.38
H16 -2.81 -2.42 4.13
H17 -4.77 -3.43 5.24
H18 0.97 -3.98 2.14
H19 -1.68 -4.97 2.46
H20 -0.36 -5.65 1.54
H21 -2.56 -4.89 0.35
H22 -1.03 -4.60 -0.48

Results
ΔE to the lowest compared entry with this formula, charge and spin = 0.000 eV
LUMO energy (spin up / spin down) = -0.2558 / -0.2553 hartree
<S²> = 2.01
Spin multiplicity = 3
HOMO-LUMO gap (spin up / spin down) = 8.103 / 8.408 eV
Charge = +2

---

# 6
5 unconnected molecules or ions with the total composition C5H18NO5S in a non-equilibrium geometry, computed with ωB97M-V with the def2-TZVPD basis set.

Cartesian coordinates (Å):
C1 -1.17 0.11 1.88
C2 -0.29 -0.95 2.41
S1 0.77 -1.38 0.93
C3 -1.90 -0.22 0.62
N1 -1.72 0.52 -0.62
C4 -0.71 1.62 -0.84
C5 -1.02 2.46 -2.04
O1 -2.60 -1.24 0.41
H1 -0.73 1.14 1.93
H2 -2.06 0.28 2.67
H3 -0.85 -1.87 2.70
H4 0.37 -0.56 3.05
H5 -2.18 0.22 -1.38
H6 -0.81 2.34 0.10
H7 0.28 1.27 -0.80
H8 -0.88 1.94 -3.00
H9 -1.95 2.89 -2.15
H10 -0.33 3.40 -2.03
H11 1.40 -1.33 -3.02
H12 2.18 -0.08 -3.16
O2 1.71 -0.65 -3.63
H13 3.67 -0.20 1.81
H14 2.88 -0.26 0.41
O3 3.46 0.27 1.03
H15 2.52 2.11 1.06
H16 1.20 2.99 1.19
O4 2.15 2.99 1.26
H17 -0.36 -2.34 -1.17
H18 -1.98 -2.40 -0.90
O5 -1.24 -2.54 -1.56

Results
ΔE to the lowest compared entry with this formula, charge and spin = 1.616 eV
LUMO energy = 0.1170 hartree
Spin multiplicity = 1
HOMO-LUMO gap = 6.797 eV
Charge = -1

---

# 7
8 unconnected molecules or ions with the total composition C21H40NO24S3 in a non-equilibrium geometry, computed with ωB97M-V with the def2-TZVPD basis set.

Cartesian coordinates (Å):
N1 -37.23 9.50 -28.11
O1 -38.13 9.55 -28.98
O2 -36.03 9.29 -28.46
O3 -37.53 9.60 -26.88
O4 -40.78 2.11 -25.66
S1 -41.46 3.37 -25.65
O5 -41.43 4.23 -24.46
O6 -40.60 4.25 -26.79
C1 -39.75 5.25 -26.35
C2 -39.07 5.93 -27.52
C3 -43.09 3.17 -26.23
H1 -39.21 5.19 -25.57
H2 -40.64 5.88 -25.81
H3 -39.86 6.25 -28.18
H4 -38.35 5.20 -27.90
H5 -38.44 6.88 -27.33
H6 -43.85 4.00 -25.89
H7 -43.41 2.05 -26.17
H8 -43.06 3.57 -27.40
O7 -33.25 12.52 -26.42
S2 -32.15 11.79 -25.87
O8 -32.24 11.24 -24.53
O9 -31.94 10.40 -26.82
C4 -33.02 9.52 -26.75
C5 -32.73 8.16 -27.28
C6 -30.72 12.73 -25.98
H9 -33.89 9.99 -27.15
H10 -33.22 9.25 -25.66
H11 -33.60 7.49 -27.39
H12 -31.93 7.59 -26.56
H13 -32.17 8.40 -28.29
H14 -30.74 13.18 -26.90
H15 -30.01 12.05 -25.85
H16 -30.55 13.45 -25.16
O10 -41.90 11.94 -30.71
S3 -42.19 10.69 -30.19
O11 -43.54 10.24 -30.33
O12 -41.45 9.57 -31.17
C7 -40.24 9.86 -31.77
C8 -39.98 8.73 -32.68
C9 -41.49 10.31 -28.59
H17 -39.47 10.07 -31.15
H18 -40.36 10.79 -32.30
H19 -40.22 7.76 -32.19
H20 -38.86 8.62 -32.76
H21 -40.25 8.58 -33.77
H22 -41.83 9.39 -28.37
H23 -41.94 11.10 -27.94
H24 -40.40 10.49 -28.71
C10 -35.23 13.27 -29.15
C11 -36.56 12.54 -29.37
O13 -37.31 13.53 -30.02
C12 -36.43 14.30 -30.75
O14 -36.81 15.21 -31.45
O15 -35.25 14.19 -30.16
H25 -34.39 12.70 -29.32
H26 -35.32 13.65 -28.29
H27 -37.06 12.27 -28.42
H28 -36.81 11.70 -30.16
C13 -36.36 7.25 -25.00
C14 -36.07 8.37 -24.00
O16 -34.80 8.00 -23.40
C15 -34.39 6.86 -24.03
O17 -33.29 6.33 -23.64
O18 -35.18 6.43 -24.93
H29 -36.43 7.64 -25.92
H30 -37.27 6.64 -24.56
H31 -36.77 8.69 -23.29
H32 -35.93 9.25 -24.55
C16 -39.20 11.36 -25.10
C17 -40.16 10.11 -25.10
O19 -41.06 10.54 -24.14
C18 -40.79 11.62 -23.56
O20 -41.44 12.17 -22.77
O21 -39.81 12.23 -24.17
H33 -39.49 11.81 -26.08
H34 -38.14 11.02 -24.72
H35 -39.35 9.32 -24.60
H36 -40.65 9.81 -25.97
C19 -36.88 6.69 -30.70
C20 -35.79 5.83 -30.05
O22 -36.32 4.54 -30.17
C21 -37.42 4.54 -30.79
O23 -38.20 3.52 -31.03
O24 -37.79 5.79 -31.03
H37 -36.57 7.22 -31.56
H38 -37.33 7.42 -29.87
H39 -35.83 6.11 -29.14
H40 -34.89 6.12 -30.40

Results
ΔE to the lowest compared entry with this formula, charge and spin = 1.250 eV
LUMO energy = 0.0622 hartree
Spin multiplicity = 1
HOMO-LUMO gap = 9.076 eV
Charge = -1